[1]
{
  "formula": "C4H4N3OS",
  "method": "ωB97M-V/def2-TZVPD",
  "elements": ["C", "C", "C", "N", "N", "S", "N", "C", "O", "H", "H", "H", "H"],
  "xyz": [[-1.994584, -0.241143, 0.063944], [-0.490701, -0.084366, 0.056043], [0.187919, 1.178725, 0.205026], [1.477375, 1.399149, 0.110174], [2.256246, 0.363179, -0.060321], [3.877434, 0.718526, -0.017366], [1.908413, -0.821514, -0.239219], [0.286239, -1.201630, -0.204518], [-0.073767, -2.318170, -0.389217], [-2.390484, 0.541852, -0.538228], [-2.549537, -0.393588, 0.956766], [-2.096190, -1.224473, -0.354507], [-0.398358, 2.083455, 0.411422]],
  "forces_ev_per_a": [[1.51, -0.65, -0.57], [0.45, 3.11, 1.17], [-1.49, -2.09, -0.32], [-1.25, 1.92, 0.57], [-0.08, -0.57, -0.17], [2.03, 0.39, -0.01], [-3.61, -2.79, -0.22], [3.60, 2.44, 0.20], [0.17, -2.12, -0.38], [-0.87, 0.41, -0.49], [-0.07, 0.62, 1.43], [-0.54, -0.35, -1.04], [0.14, -0.33, -0.17]],
  "smiles": "Cc1cn[n+]([S-])nc1[O-]",
  "energy_ev": -21564.6036,
  "de_lowest_ev": 1.535,
  "charge": -1,
  "gap_ev": 7.3696,
  "lumo_energy_ev": 3.620
}



[2]
{
  "formula": "C32H67NO22",
  "method": "ωB97M-V/def2-TZVPD",
  "elements": ["C", "O", "C", "C", "C", "N", "H", "H", "H", "H", "H", "H", "H", "H", "H", "H", "H", "C", "C", "O", "C", "O", "O", "C", "H", "H", "H", "H", "H", "H", "H", "H", "C", "C", "O", "C", "O", "O", "C", "H", "H", "H", "H", "H", "H", "H", "H", "C", "C", "O", "C", "O", "O", "C", "H", "H", "H", "H", "H", "H", "H", "H", "C", "C", "O", "C", "O", "O", "C", "H", "H", "H", "H", "H", "H", "H", "H", "C", "C", "O", "C", "O", "O", "C", "H", "H", "H", "H", "H", "H", "H", "H", "C", "C", "O", "C", "O", "O", "C", "H", "H", "H", "H", "H", "H", "H", "H", "C", "C", "O", "C", "O", "O", "C", "H", "H", "H", "H", "H", "H", "H", "H"],
  "xyz": [[3.718466, 1.072252, 0.025555], [4.677229, 1.195564, 1.005829], [5.157419, 2.572628, 1.142423], [6.095937, 3.082624, 0.004356], [7.186298, 2.021158, -0.222509], [6.628835, 4.350717, 0.477301], [4.010922, 1.434839, -0.955836], [2.792056, 1.511932, 0.441984], [3.618739, 0.001276, -0.169481], [4.303765, 3.195448, 1.327042], [5.813092, 2.571324, 2.007588], [5.557603, 3.160444, -0.879200], [6.612893, 1.219385, -0.679180], [7.712808, 1.693588, 0.680899], [7.914021, 2.426189, -0.929918], [6.983749, 4.245477, 1.443048], [5.870354, 5.038947, 0.503738], [-3.546502, -4.750487, -2.236831], [-3.647599, -3.916925, -3.561187], [-3.731572, -2.536792, -3.177932], [-3.255748, -1.715083, -4.020154], [-2.882630, -1.984585, -5.142383], [-3.439974, -0.458123, -3.509278], [-3.086706, 0.574513, -4.407100], [-4.501530, -4.610551, -1.742209], [-2.793164, -4.309952, -1.483961], [-3.243506, -5.761427, -2.451200], [-4.498787, -4.198168, -4.180059], [-2.804161, -4.099352, -4.182656], [-3.731882, 1.388525, -4.053104], [-3.259309, 0.243895, -5.405836], [-2.033667, 0.770819, -4.371061], [-3.957375, 2.460345, -0.007268], [-5.117202, 2.905053, -0.865012], [-5.565941, 1.794601, -1.634652], [-6.301244, 0.824371, -1.018217], [-6.464320, 0.818109, 0.171539], [-6.904667, 0.045554, -1.893228], [-6.413536, -0.178991, -3.221275], [-4.296450, 1.764201, 0.786741], [-3.557416, 3.358142, 0.565010], [-3.149409, 2.038129, -0.657553], [-4.834057, 3.684418, -1.578598], [-5.995081, 3.132017, -0.231768], [-7.297869, -0.367474, -3.762739], [-5.895774, -1.115606, -3.180839], [-5.910186, 0.697343, -3.528998], [-3.748233, -1.625807, 1.427823], [-2.870378, -1.597796, 0.185298], [-1.790964, -2.514980, 0.390624], [-0.940083, -2.623900, -0.677827], [-1.027225, -1.983135, -1.728460], [0.032801, -3.472476, -0.416879], [0.894601, -3.670023, -1.554647], [-4.124640, -2.643088, 1.543461], [-4.591063, -0.937006, 1.414792], [-3.205834, -1.344218, 2.337290], [-2.470549, -0.611933, -0.120652], [-3.505895, -1.859008, -0.655829], [1.718242, -4.356849, -1.258816], [1.269837, -2.712953, -1.933331], [0.278990, -4.215475, -2.325700], [1.185782, 4.416926, -0.120829], [-0.205099, 4.879674, -0.494118], [-0.465934, 4.432206, -1.869889], [-1.709589, 4.750638, -2.307912], [-2.541329, 5.347625, -1.689485], [-1.793851, 4.309025, -3.562728], [-3.068583, 4.507441, -4.266833], [1.121056, 3.384780, -0.275721], [1.336416, 4.645315, 0.928966], [1.996947, 4.915178, -0.750358], [-0.374755, 6.010475, -0.420731], [-0.972144, 4.356147, 0.132134], [-3.063705, 3.729720, -5.034733], [-3.081065, 5.469089, -4.770780], [-3.908368, 4.539673, -3.539405], [3.439346, -2.432738, 1.762133], [4.924865, -2.429847, 1.864909], [5.421001, -3.469683, 0.889605], [6.601889, -3.955923, 1.141046], [7.254569, -3.642949, 2.089255], [6.920804, -4.797327, 0.207309], [8.214550, -5.430101, 0.287857], [3.078384, -2.265835, 0.749410], [3.048653, -1.632309, 2.425105], [3.134167, -3.384028, 2.194610], [5.351708, -2.644735, 2.828949], [5.248421, -1.485483, 1.441549], [8.959091, -4.626271, 0.355906], [8.313910, -6.012531, -0.622358], [8.308573, -6.104566, 1.148938], [-3.468681, -0.410297, 7.316661], [-2.483602, -1.414512, 6.809865], [-1.794311, -1.094972, 5.558131], [-0.467118, -0.898526, 5.599054], [0.066966, -0.593335, 4.575086], [0.031247, -0.958824, 6.811228], [1.384352, -0.484526, 6.717841], [-3.832667, -0.790491, 8.246682], [-4.207634, -0.098536, 6.605572], [-2.960367, 0.559046, 7.509589], [-3.018038, -2.338969, 6.573032], [-1.740211, -1.601407, 7.547910], [1.371944, 0.594686, 6.459707], [1.865921, -1.108175, 5.968752], [1.765507, -0.580432, 7.761737], [0.789454, 0.095836, -3.921256], [0.576291, 0.944188, -2.714129], [1.011304, 0.169382, -1.552916], [0.290165, 0.368951, -0.446876], [-0.512525, 1.298033, -0.306826], [0.807161, -0.384225, 0.517115], [0.147425, -0.174411, 1.759978], [1.810219, -0.218901, -3.984335], [0.605500, 0.677818, -4.778289], [0.075627, -0.753921, -4.035345], [-0.455315, 1.248100, -2.518260], [1.316130, 1.766193, -2.795831], [-0.616215, -0.902826, 1.814421], [-0.371917, 0.823690, 1.753752], [0.881122, -0.239936, 2.557231]],
  "forces_ev_per_a": [[-0.88, -0.85, -0.05], [1.96, 1.41, 0.73], [0.55, -1.93, -0.62], [0.75, -1.23, 3.16], [-0.56, 0.84, -0.42], [-0.05, 0.60, 0.02], [-0.02, 0.79, -0.14], [-0.03, -0.18, -0.88], [-0.53, 0.02, 0.33], [-0.52, 0.69, -0.03], [-0.21, -0.16, 0.42], [-0.88, 0.74, -1.77], [0.56, -0.58, 0.03], [-0.31, 0.05, -0.08], [-0.02, -0.19, 0.01], [-0.28, 0.11, -0.80], [0.45, -0.17, 0.11], [0.64, 2.27, 0.13], [0.23, -1.17, 1.60], [-0.79, -2.16, 1.77], [-0.17, 2.51, -1.94], [0.38, 0.50, 0.51], [0.77, -1.63, -0.28], [-0.57, 0.25, 0.61], [-0.21, -0.73, 0.21], [-0.88, -0.52, -1.48], [-0.34, -0.44, 0.05], [-0.33, 0.14, 0.30], [0.90, 0.23, -0.37], [0.55, 0.20, -0.56], [-0.59, 0.08, -0.84], [0.60, 0.48, 0.42], [0.97, 1.01, 0.92], [-0.50, -0.74, 1.19], [-0.31, -1.12, -1.33], [0.61, 2.09, -0.17], [-0.36, -0.69, -0.15], [-0.34, -0.72, 0.97], [-0.71, -0.29, 1.37], [0.30, 0.13, -0.78], [-0.24, -0.95, -0.85], [-0.54, 0.24, 0.77], [-0.28, -0.11, 0.25], [0.59, 0.70, -0.24], [-1.00, 0.10, -0.98], [0.93, -0.10, -0.22], [0.81, 0.41, -0.72], [0.57, 0.10, 0.50], [-0.83, 1.26, -0.17], [1.11, -0.57, -1.43], [-0.81, 1.70, -0.69], [-0.37, -1.02, 1.74], [0.15, -0.21, 0.20], [-0.11, -1.26, -0.67], [-0.07, 0.05, 0.14], [-0.07, 0.00, -0.59], [0.20, -0.25, -0.14], [-0.05, -0.29, 0.64], [0.23, -0.57, -0.32], [-0.63, 0.69, 0.13], [-0.13, -0.31, 0.09], [0.76, 0.77, 0.48], [0.12, 2.15, -0.87], [-1.12, 0.84, -0.03], [-0.63, 0.69, 0.43], [1.46, -0.26, -0.15], [-0.54, 0.10, 0.15], [-0.92, 0.00, -0.59], [0.51, 0.21, 0.85], [0.64, -1.74, -0.12], [0.21, -0.05, 0.14], [-1.08, -0.76, 0.80], [0.25, -1.59, -0.18], [0.68, 0.60, -0.31], [-0.42, 0.00, 0.44], [0.29, 0.21, 0.01], [0.52, -0.56, -0.61], [-0.30, -0.14, 1.35], [0.51, -0.15, -2.21], [-1.95, 1.13, 0.37], [-0.33, 0.77, 0.71], [1.51, -0.02, 1.16], [0.61, -1.74, -1.36], [-0.02, 0.56, 0.30], [-0.01, -0.17, 0.07], [0.13, -0.36, -0.45], [-0.69, -0.07, -0.35], [-0.01, 0.04, 0.26], [0.69, 0.20, 0.34], [0.02, -0.47, -0.05], [0.02, 0.15, -0.07], [-0.22, 0.35, -0.10], [1.54, 1.92, -0.53], [-0.35, -0.96, -1.15], [-0.51, -0.08, 1.08], [-3.04, 0.48, -0.97], [1.13, -0.09, -0.08], [1.07, 0.34, -0.12], [0.40, 0.43, 1.70], [-0.68, -0.10, 0.47], [-0.81, -0.52, -0.30], [-0.01, -0.55, 0.28], [0.16, -0.03, 0.13], [0.27, -0.32, 0.59], [0.15, -0.77, -0.12], [0.56, 0.36, 0.27], [0.06, -0.14, -1.01], [-1.28, -1.23, 0.07], [0.90, -0.18, 0.58], [-0.72, -0.18, -0.06], [0.84, 2.52, -0.33], [0.59, -1.89, -0.27], [-0.58, 0.18, -0.65], [-0.22, 1.57, 0.51], [0.57, -0.47, 0.05], [-0.16, 1.04, -1.22], [0.68, 0.35, 0.53], [0.37, 0.29, -0.33], [-0.90, 0.09, 0.31], [-0.64, -0.94, 0.61], [0.79, -0.92, 0.18], [-0.16, -0.15, -0.20]],
  "smiles": "COC[C@H](C)N.CCOC(=O)OC.CCOC(=O)OC.CCOC(=O)OC.CCOC(=O)OC.CCOC(=O)OC.CCOC(=O)OC.CCOC(=O)OC",
  "energy_ev": -80804.1599,
  "gap_ev": 9.6487,
  "lumo_energy_ev": 0.586
}



[3]
{
  "formula": "C3H8O2",
  "method": "ωB97M-V/def2-TZVPD",
  "elements": ["O", "C", "O", "H", "H", "C", "C", "H", "H", "H", "H", "H", "H"],
  "xyz": [[1.477875, -0.694050, 1.747745], [0.493977, -0.079362, 1.449409], [0.450992, 1.252220, 1.304785], [-0.486989, -0.528319, 1.283563], [1.334538, 1.586780, 1.519219], [-0.552399, 0.156067, -2.356867], [-1.531760, -0.698105, -1.552472], [-0.807291, 1.212321, -2.318548], [0.485623, 0.066469, -2.029704], [-0.539939, -0.163031, -3.398821], [-1.810487, -0.191179, -0.629699], [-1.097553, -1.659789, -1.294468], [-2.457036, -0.796299, -2.116765]],
  "forces_ev_per_a": [[-0.07, 0.03, -0.06], [0.28, -0.09, 0.22], [-0.17, -0.03, -0.01], [-0.11, 0.05, -0.10], [0.07, 0.03, -0.05], [0.30, -0.17, -0.15], [0.13, 0.66, 0.00], [-0.10, 0.06, -0.08], [-0.09, -0.02, 0.27], [-0.09, 0.09, -0.08], [0.07, -0.03, 0.15], [-0.20, -0.21, -0.13], [-0.02, -0.37, 0.02]],
  "smiles": "O=CO.CC",
  "energy_ev": -7335.6865,
  "de_lowest_ev": 0.364,
  "gap_ev": 11.8181,
  "lumo_energy_ev": 0.811
}



[4]
{
  "formula": "C4H4F2",
  "method": "ωB97M-V/def2-TZVPD",
  "elements": ["C", "C", "C", "C", "F", "F", "H", "H", "H", "H"],
  "xyz": [[-0.140793, 1.229821, 1.671098], [0.018454, 0.369376, 0.503582], [0.062465, -0.441248, -0.365211], [0.090670, -1.261654, -1.590324], [-0.803534, -0.814647, -2.455102], [1.272780, -1.117643, -2.239123], [-1.021780, 0.973902, 2.302296], [0.792259, 1.117066, 2.227670], [-0.196549, 2.269850, 1.359240], [-0.073971, -2.324823, -1.414125]],
  "forces_ev_per_a": [[0.30, -0.08, 0.09], [-0.80, 0.27, 1.05], [0.24, -0.67, -1.28], [0.77, -0.01, 0.95], [-1.66, 0.40, -0.92], [0.86, -0.17, 0.13], [0.70, 0.06, -0.55], [-0.24, 0.14, 0.41], [-0.15, 0.09, 0.05], [-0.01, -0.04, 0.08]],
  "smiles": "CC#CC(F)F",
  "energy_ev": -9645.8500,
  "de_lowest_ev": 0.602,
  "gap_ev": 11.4049,
  "lumo_energy_ev": 0.892
}